--- 1 ---
Molecular formula: C6H15N
Method: DFT, the ωB97M-V functional and the def2-TZVPD basis

Positions of all 22 atoms, in Å:
C: 0.88692 0.99319 1.82935
C: -0.18051 0.90912 0.71071
N: 0.12517 -0.12107 -0.42026
C: -0.20302 -1.54572 -0.01974
C: 0.56305 -2.04716 1.13668
C: -0.89568 0.30810 -1.49511
C: -0.17110 1.29293 -2.32243
H: 1.43577 1.95107 1.64488
H: 1.58461 0.21715 1.97532
H: 0.37411 1.20283 2.77568
H: -1.27800 0.75814 0.92705
H: -0.11098 1.92428 0.28100
H: 0.05937 -2.13846 -0.90452
H: -1.28212 -1.86414 0.11242
H: -0.16738 -2.28871 2.01341
H: 1.10768 -1.30945 1.74379
H: 1.07381 -2.95686 0.94644
H: -1.81758 0.71000 -1.07012
H: -1.05407 -0.56379 -2.22128
H: 0.68811 0.87453 -2.93028
H: 0.14143 2.09070 -1.58058
H: -0.87960 1.60332 -3.13244

For the highest occupied orbital energy, the calculation gives -8.82 eV. Its gap between HOMO and LUMO is 10.00 eV. The value obtained for the LUMO energy is 1.2 eV.

Results of the Mulliken charge analysis, in e, for atoms 1 through 8:
1 C -1.35
2 C -0.37
3 N -0.18
4 C -0.44
5 C -0.74
6 C -0.40
7 C -0.94
8 H 0.30

---

--- 2 ---
Molecular formula: C6H15N
Method: DFT, the ωB97M-V functional and the def2-TZVPD basis

Positions of all 22 atoms, in Å:
C: 1.02207 1.46790 1.49049
C: 2.26694 1.85478 0.66864
C: -0.17091 1.26637 0.75162
N: -0.31355 0.61375 -0.44452
C: 0.91640 -1.36687 -1.35312
C: -0.05839 -0.82473 -0.29366
C: -1.44073 -1.53022 -0.45075
H: -1.00136 1.97316 0.73419
H: 0.99075 2.12918 2.37055
H: 2.07143 1.59415 -0.40360
H: 3.17996 1.34245 0.96568
H: 2.46845 2.92798 0.64130
H: -3.93576 -0.45987 -0.29659
H: -4.58102 -0.69106 -0.01060
H: 0.05156 0.50206 1.72858
H: 1.07278 -2.46235 -1.28392
H: 1.87939 -0.86959 -1.44128
H: 0.47948 -1.06836 -2.29521
H: 0.37152 -1.17956 0.66533
H: -2.15717 -1.24088 0.29829
H: -1.35008 -2.63572 -0.57174
H: -1.76175 -1.34256 -1.46970

For the highest occupied orbital energy, the calculation gives -7.48 eV. Its gap between HOMO and LUMO is 7.24 eV. The value obtained for the LUMO energy is -0.2 eV.

Results of the Mulliken charge analysis, in e, for atoms 1 through 8:
1 C -0.45
2 C -1.00
3 C -0.06
4 N -0.57
5 C -1.55
6 C 0.77
7 C -1.48
8 H 0.49

---

Relative energies in kcal/mol: 1 0.0; 2 96.7

---

--- 1 ---
Molecular formula: C22H22N2O5S2
Method: DFT, the ωB97M-V functional and the def2-TZVPD basis

Positions of all 53 atoms, in Å:
C: -2.76599 -1.87191 -1.73728
H: -2.42692 -2.79636 -2.19581
H: -3.05777 -1.17063 -2.51454
C: -1.63479 -1.27604 -0.90415
N: -1.16839 -2.15470 0.14304
S: -0.06665 -3.30926 -0.28078
O: -0.02582 -4.30395 0.74853
O: -0.25514 -3.72051 -1.64113
C: 1.44835 -2.34149 -0.20965
C: 1.92147 -1.94679 1.02769
C: 3.01531 -1.09929 1.09544
C: 3.61238 -0.68369 -0.07953
C: 3.16717 -1.10953 -1.31666
C: 2.06721 -1.95004 -1.38218
H: 1.67589 -2.30984 -2.32078
H: 3.68378 -0.78406 -2.20611
S: 4.86353 0.60210 -0.02960
O: 5.92665 0.33185 -0.94570
O: 5.17389 0.90805 1.32959
N: 3.99987 1.87950 -0.72071
C: 2.64941 2.00287 -0.39061
C: 1.68090 2.07444 -1.38609
C: 0.36222 2.16802 -0.98417
C: -0.00741 2.18791 0.37508
C: 0.97590 2.11095 1.35371
C: 2.29460 2.01976 0.96384
H: 3.08706 1.96692 1.69194
H: 0.71069 2.12976 2.39898
C: -1.44191 2.28982 0.37354
C: -2.42265 2.36524 1.35497
C: -3.74385 2.43780 0.95665
C: -4.09296 2.44059 -0.39123
C: -3.13288 2.37780 -1.38642
C: -1.81105 2.30509 -0.98704
O: -0.72015 2.23357 -1.80245
H: -3.39577 2.38731 -2.43158
H: -5.13474 2.49808 -0.66676
H: -4.52230 2.49557 1.70226
H: -2.15302 2.37261 2.39991
H: 1.94475 2.06436 -2.43181
H: 4.20460 1.95524 -1.70603
H: 3.41457 -0.74974 2.03401
H: 1.42785 -2.30986 1.91480
C: -1.90992 -2.26414 1.37657
C: -1.66973 -1.07361 2.30168
H: -0.60530 -0.92977 2.46780
H: -2.15587 -1.25250 3.25693
H: -2.07686 -0.16189 1.87175
H: -1.56546 -3.18506 1.84843
H: -2.98140 -2.36284 1.16900
H: -0.77524 -1.06908 -1.54661
H: -1.95543 -0.33715 -0.44528
H: -3.63269 -2.08146 -1.11543

For the highest occupied orbital energy, the calculation gives -8.54 eV. Its gap between HOMO and LUMO is 8.38 eV. The value obtained for the LUMO energy is -0.2 eV.

Results of the Mulliken charge analysis, in e, for atoms 1 through 8:
1 C -1.46
2 H 0.34
3 H 0.44
4 C 0.23
5 N 0.36
6 S 1.43
7 O -0.77
8 O -0.70

---

--- 2 ---
Molecular formula: C22H22N2O5S2
Method: DFT, the ωB97M-V functional and the def2-TZVPD basis

Positions of all 53 atoms, in Å:
C: 4.99970 -2.61166 -6.04498
H: 5.48667 -2.62180 -5.07312
H: 5.53781 -3.27210 -6.72016
H: 5.03858 -1.59973 -6.44221
C: 3.55802 -3.08664 -5.88553
N: 2.78920 -2.28195 -4.95974
S: 3.17854 -2.41917 -3.34294
O: 3.88128 -1.26270 -2.86445
O: 3.76299 -3.71212 -3.14255
C: 1.52499 -2.41901 -2.64456
C: 1.03412 -1.31128 -1.98913
C: -0.27390 -1.32821 -1.50659
C: -1.06188 -2.46249 -1.68618
C: -0.54880 -3.57074 -2.33949
C: 0.74921 -3.54992 -2.82380
H: 1.18122 -4.39745 -3.33133
H: -1.16106 -4.45008 -2.46997
H: -2.07191 -2.47084 -1.30697
C: -0.77841 -0.12050 -0.79885
O: -0.12025 0.86227 -0.58488
O: -2.07311 -0.25434 -0.45452
C: -2.66826 0.74503 0.30969
C: -2.14085 1.08486 1.54387
C: -2.78052 2.05334 2.31046
C: -3.93146 2.67066 1.82011
C: -4.44389 2.31280 0.58875
C: -3.81914 1.34502 -0.17856
H: -4.20639 1.05578 -1.14232
H: -5.33688 2.79385 0.22004
H: -4.42316 3.43020 2.41096
N: -2.31162 2.44228 3.56272
C: -1.33297 1.85978 4.32320
O: -0.70766 0.86928 4.00662
C: -1.08728 2.53468 5.60708
C: -0.14662 2.14915 6.52407
C: -0.12127 2.96680 7.66892
C: -1.04105 3.96649 7.61654
S: -1.95617 3.93232 6.16800
H: -1.24209 4.72942 8.34254
H: 0.54988 2.82045 8.49577
H: 0.49605 1.30360 6.36013
H: -2.79569 3.23275 3.96741
H: -1.24764 0.60573 1.90774
H: 1.65762 -0.44285 -1.84272
C: 2.35696 -0.96346 -5.37271
C: 0.88363 -0.96915 -5.77365
H: 0.72039 -1.65719 -6.59945
H: 0.26347 -1.28124 -4.93728
H: 0.58054 0.02756 -6.08322
H: 2.51678 -0.28457 -4.53214
H: 2.96620 -0.61132 -6.21013
H: 3.55598 -4.09919 -5.47897
H: 3.03594 -3.08802 -6.84660

For the highest occupied orbital energy, the calculation gives -8.67 eV. Its gap between HOMO and LUMO is 8.79 eV. The value obtained for the LUMO energy is 0.1 eV.

Results of the Mulliken charge analysis, in e, for atoms 1 through 8:
1 C -1.02
2 H 0.31
3 H 0.40
4 H 0.28
5 C -0.67
6 N 0.33
7 S 1.16
8 O -0.67

---

Relative energies in kcal/mol: 1 13.5; 2 0.0

---

--- 1 ---
Molecular formula: C4H5NO2
Method: DFT, the ωB97M-V functional and the def2-TZVPD basis

Positions of all 12 atoms, in Å:
N: 1.68135 -0.18912 1.88668
C: 0.52510 -0.55163 1.33255
C: -1.53005 0.09326 -0.33211
C: -0.81554 0.46516 -1.35400
O: -0.47640 1.35211 -2.29294
C: -0.42223 -0.80434 -0.75711
O: 0.77558 -0.81869 0.03739
H: 2.51926 -0.02241 1.33463
H: 1.68065 0.11552 2.84518
H: -2.24344 0.26827 0.45627
H: -1.04620 2.12775 -2.18757
H: -0.56708 -1.77857 -1.23058

For the highest occupied orbital energy, the calculation gives -8.48 eV. Its gap between HOMO and LUMO is 9.15 eV. The value obtained for the LUMO energy is 0.7 eV.

Results of the Mulliken charge analysis, in e, for atoms 1 through 8:
1 N -0.15
2 C -0.40
3 C -0.46
4 C 0.49
5 O -0.48
6 C -0.34
7 O -0.23
8 H 0.21

---

--- 2 ---
Molecular formula: C4H5NO2
Method: DFT, the ωB97M-V functional and the def2-TZVPD basis

Positions of all 12 atoms, in Å:
O: 1.12034 1.55080 -1.58279
C: -0.10990 0.97541 -1.22377
C: 0.01595 -0.02333 -0.09940
N: 1.17697 -0.58029 0.12365
O: 1.02936 -1.36258 1.24410
C: -0.23238 -1.25766 1.67629
C: -0.94794 -0.45015 0.86247
H: 1.79208 0.85573 -1.55691
H: -0.75912 1.79217 -0.89095
H: -0.60120 0.50347 -2.08939
H: -0.48223 -1.76684 2.59651
H: -2.00193 -0.23673 0.94018

For the highest occupied orbital energy, the calculation gives -10.21 eV. Its gap between HOMO and LUMO is 11.13 eV. The value obtained for the LUMO energy is 0.9 eV.

Results of the Mulliken charge analysis, in e, for atoms 1 through 8:
1 O -0.52
2 C -0.34
3 C 0.61
4 N -0.39
5 O -0.16
6 C -0.25
7 C -0.54
8 H 0.35

---

--- 3 ---
Molecular formula: C4H5NO2
Method: DFT, the ωB97M-V functional and the def2-TZVPD basis

Positions of all 12 atoms, in Å:
O: 0.97953 2.21569 -0.60650
C: 0.00446 1.51614 -0.71250
C: 0.06906 -0.00668 -0.71670
C: 0.94689 -0.59869 0.39000
N: -0.00093 -0.86281 1.47811
C: -1.14236 -0.82626 0.93408
O: -1.24141 -0.49865 -0.38588
H: -1.01899 1.93295 -0.82422
H: 0.35689 -0.34771 -1.71460
H: 1.37782 -1.55747 0.07527
H: 1.76169 0.07389 0.66772
H: -2.09266 -1.04039 1.41521

For the highest occupied orbital energy, the calculation gives -9.93 eV. Its gap between HOMO and LUMO is 10.60 eV. The value obtained for the LUMO energy is 0.7 eV.

Results of the Mulliken charge analysis, in e, for atoms 1 through 8:
1 O -0.47
2 C -0.09
3 C 0.27
4 C -0.53
5 N -0.48
6 C 0.04
7 O -0.40
8 H 0.33

---

--- 4 ---
Molecular formula: C4H5NO2
Method: DFT, the ωB97M-V functional and the def2-TZVPD basis

Positions of all 12 atoms, in Å:
N: 0.47608 1.24802 1.02312
C: 0.17647 0.22753 0.09350
C: -1.17104 0.13683 -0.59472
C: -0.67840 -1.03011 0.16277
O: 0.26699 -1.76944 -0.64298
C: 1.15902 -0.71571 -0.53707
O: 2.33843 -0.73206 -0.70942
H: 0.31056 2.16220 0.61938
H: 1.45230 1.19413 1.29276
H: -1.91912 0.73030 -0.07220
H: -1.26850 0.10808 -1.67717
H: -1.11915 -1.54378 1.00628

For the highest occupied orbital energy, the calculation gives -9.50 eV. Its gap between HOMO and LUMO is 10.40 eV. The value obtained for the LUMO energy is 0.9 eV.

Results of the Mulliken charge analysis, in e, for atoms 1 through 8:
1 N -0.63
2 C 0.43
3 C -0.77
4 C -0.07
5 O -0.35
6 C 0.54
7 O -0.55
8 H 0.25

---

Relative energies in kcal/mol: 1 73.0; 2 18.0; 3 0.0; 4 15.3

---

--- 1 ---
Molecular formula: C4H5NO2
Method: DFT, the ωB97M-V functional and the def2-TZVPD basis

Positions of all 12 atoms, in Å:
O: -2.78649 0.27689 0.02925
C: -1.54468 0.06835 0.11592
N: -1.31433 0.68893 1.21763
C: 1.14665 0.56526 0.57766
C: 0.80101 -0.36364 -0.55711
O: 0.22904 -1.59278 -0.15385
C: -0.62087 -0.65353 -0.78984
H: 0.32412 0.59466 1.31385
H: 1.99194 0.20175 1.16132
H: 1.31765 1.58955 0.23711
H: 1.49060 -0.43264 -1.40011
H: -1.03464 -0.94281 -1.75183

For the highest occupied orbital energy (spin up / spin down), the calculation gives -10.29 / -10.29 eV. Its gap between HOMO and LUMO (spin up / spin down) is 8.82 / 8.82 eV. The value obtained for the LUMO energy (spin up / spin down) is -1.5 / -1.5 eV.

Results of the Mulliken charge analysis, in e, for atoms 1 through 8:
1 O -0.53
2 C 0.67
3 N -0.44
4 C -1.08
5 C 0.09
6 O -0.39
7 C -0.19
8 H 0.37

---

--- 2 ---
Molecular formula: C4H5NO2
Method: DFT, the ωB97M-V functional and the def2-TZVPD basis

Positions of all 12 atoms, in Å:
O: -2.30174 0.87359 1.65816
C: -1.72802 0.08069 0.95539
C: -0.25180 0.17859 0.67612
C: 0.58513 -1.03197 0.82557
N: 0.16794 -0.31183 -0.65851
C: 1.15519 0.38196 -1.38958
O: 1.49221 0.07863 -2.49746
H: -2.24356 -0.79080 0.50222
H: 0.12309 1.19062 0.85671
H: -0.21649 -1.15583 -1.05775
H: 1.63080 -0.70689 0.93300
H: 1.58725 1.21324 -0.80387

For the highest occupied orbital energy, the calculation gives -9.06 eV. Its gap between HOMO and LUMO is 9.43 eV. The value obtained for the LUMO energy is 0.4 eV.

Results of the Mulliken charge analysis, in e, for atoms 1 through 8:
1 O -0.45
2 C -0.23
3 C 0.12
4 C -0.46
5 N -0.14
6 C 0.14
7 O -0.46
8 H 0.31

---

Relative energies in kcal/mol: 1 19.1; 2 0.0

---

--- 1 ---
Molecular formula: C4H5NO2
Method: DFT, the ωB97M-V functional and the def2-TZVPD basis

Positions of all 12 atoms, in Å:
O: 1.79503 1.14215 1.63566
C: 2.01360 0.61640 0.57414
C: 0.92929 0.42501 -0.48777
O: 1.24529 0.04958 -1.59142
N: -0.83457 -0.69358 0.50578
C: -1.73124 -1.35547 -0.09040
C: -0.50547 0.61710 -0.02734
H: 3.01076 0.24633 0.26768
H: -2.32799 -0.96268 -0.92448
H: -1.92616 -2.37838 0.23129
H: -1.13420 0.93679 -0.87176
H: -0.53433 1.35675 0.77863

For the highest occupied orbital energy, the calculation gives -9.87 eV. Its gap between HOMO and LUMO is 9.28 eV. The value obtained for the LUMO energy is -0.6 eV.

Results of the Mulliken charge analysis, in e, for atoms 1 through 8:
1 O -0.44
2 C -0.01
3 C 0.45
4 O -0.49
5 N -0.38
6 C -0.31
7 C -0.34
8 H 0.36

---

--- 2 ---
Molecular formula: C4H5NO2
Method: DFT, the ωB97M-V functional and the def2-TZVPD basis

Positions of all 12 atoms, in Å:
O: -2.11933 -0.07441 1.55490
C: -2.13950 0.23629 0.38908
C: -0.88427 0.51810 -0.42833
O: -0.96913 0.93580 -1.56128
N: 0.29994 0.38178 0.27795
C: 1.52108 0.21348 -0.39414
C: 0.96631 -0.84975 0.56431
H: -3.06280 0.38277 -0.20314
H: 2.43598 0.70886 -0.10526
H: 1.35373 0.00181 -1.45527
H: 1.21177 -1.57026 -0.19764
H: 1.38623 -0.88447 1.55884

For the highest occupied orbital energy, the calculation gives -10.01 eV. Its gap between HOMO and LUMO is 9.62 eV. The value obtained for the LUMO energy is -0.4 eV.

Results of the Mulliken charge analysis, in e, for atoms 1 through 8:
1 O -0.44
2 C -0.01
3 C 0.52
4 O -0.53
5 N -0.10
6 C -0.38
7 C -0.60
8 H 0.35

---

Relative energies in kcal/mol: 1 0.0; 2 26.2